Record 1
70
Properties=species:S:1:pos:R:3 method="wB97M-V/def2-TZVPD" charge=-2 e_homo_ev=-1.9
Pd -0.8044 0.9817 0.0745
O -1.1326 -1.9561 6.4645
C -0.0166 -1.5192 6.1012
O 1.0152 -1.2987 6.7776
C 0.0771 -1.1377 4.6181
C 0.9396 -0.1306 4.2088
C 0.8917 0.3072 2.8997
N 0.0796 -0.2121 1.9696
C -0.6803 -1.2639 2.3284
C -0.7126 -1.7284 3.6403
C -1.5375 -1.9562 1.2632
O -1.6949 -3.1782 1.4237
O -2.0132 -1.2119 0.3623
H 1.6019 0.3275 4.9312
H 1.5142 1.1314 2.5693
H -1.3726 -2.5458 3.8917
O 2.1269 1.9453 0.2618
H 1.2146 1.6240 0.4575
H 2.4830 1.1407 -0.1419
C -2.3627 -0.2333 -2.7405
N -1.5186 0.9365 -2.9496
C -0.3384 1.0460 -2.2435
N 0.2955 2.2835 -2.3893
S 0.5152 -0.3257 -1.7266
H -3.2709 -0.0883 -3.3279
H -2.6131 -0.3982 -1.6919
H -1.8474 -1.1242 -3.0925
H -2.0418 1.7981 -2.9085
H -0.3533 3.0507 -2.2611
H 1.0504 2.3600 -1.7173
C -1.0994 6.5201 0.0597
C -1.2918 6.0968 1.5140
C -0.0560 5.4238 2.1100
C 0.1693 3.9825 1.6432
N -0.7997 3.0444 2.1770
C -1.7100 2.2765 1.4075
Se -2.4223 2.9566 -0.2837
N -2.4988 1.6393 2.3819
C -3.6045 0.7410 2.0802
C -4.9394 1.4691 1.9252
C -5.4705 2.1652 3.1786
C -6.0662 1.2048 4.2079
C -1.9933 1.8701 3.6567
C -2.2955 1.3023 4.8805
C -1.5415 1.6910 5.9891
C -0.5206 2.6260 5.8678
C -0.1998 3.1795 4.6261
C -0.9435 2.7779 3.5304
H -1.9575 7.0901 -0.3087
H -0.9928 5.6437 -0.5845
H -0.2065 7.1452 -0.0525
H -2.1347 5.4007 1.5747
H -1.5571 6.9688 2.1206
H -0.1264 5.4465 3.1986
H 0.8409 5.9967 1.8443
H 1.1733 3.6468 1.9114
H 0.0949 3.9100 0.5609
H -3.6411 -0.0077 2.8757
H -3.3444 0.1967 1.1762
H -5.6759 0.7296 1.5851
H -4.8191 2.1925 1.1161
H -6.2410 2.8852 2.8840
H -4.6659 2.7512 3.6332
H -6.8716 0.6135 3.7587
H -6.4808 1.7402 5.0663
H -5.3253 0.5028 4.5937
H -3.0234 0.5077 4.9754
H -1.7145 1.1975 6.9373
H 0.0759 2.8809 6.7357
H 0.6471 3.8472 4.5176

Record 2
13
Properties=species:S:1:pos:R:3 method="wB97M-V/def2-TZVPD" e_above_lowest_kj_mol=343.64 e_homo_ev="-7.2 / -7.2"
C 0.1554 -1.3911 -0.6456
C 1.2661 -0.8291 -1.1919
C -0.9169 -0.5285 -0.4551
N -0.4757 0.9435 2.0638
N 1.0188 0.3869 -1.6116
S -1.5320 1.7160 0.8393
S -0.4674 1.0520 -0.8981
H 0.3890 -2.4362 -0.2741
H 2.3154 -1.3494 -1.2330
H -1.8842 -0.5495 0.0973
H -0.5154 1.7199 2.7495
H -1.1244 0.1091 2.3484
H 1.7712 1.1566 -1.7891

Record 3
12
Properties=species:S:1:pos:R:3 method="wB97M-V/def2-TZVPD" charge=+1 e_above_lowest_kj_mol=741.34 e_homo_ev="-15.0 / -15.0"
C 1.6763 1.3147 0.0417
C 1.6369 0.0960 -0.1587
C -0.9197 1.4374 0.0980
C 0.4409 -0.7624 0.0638
C -2.0371 0.4336 -0.1196
N -0.6569 0.1475 0.1597
H 1.8794 2.3731 0.0567
H 2.4466 -0.5162 -0.3588
H 0.2400 -1.5567 -0.6329
H 0.8081 -1.2868 0.9838
H -2.7318 0.3234 0.7697
H -2.4486 0.7065 -1.1989

Record 4
70
Properties=species:S:1:pos:R:3 method="wB97M-V/def2-TZVPD" charge=-2 e_homo_ev=0.8
Sc -0.2009 -0.5247 0.0300
O 2.7109 0.8910 2.1225
C 1.6693 0.8264 1.4533
O 1.6307 0.0843 0.3028
C 0.4178 1.4327 1.7945
C 0.2570 2.2127 2.9364
C -0.8953 2.9031 3.2053
C -1.9624 2.9044 2.2209
C -3.1196 3.6601 2.3564
C -4.1685 3.6130 1.4232
C -4.0400 2.7910 0.3248
C -2.8725 2.0378 0.1462
C -1.8176 2.0643 1.0646
N -0.7189 1.2570 0.8942
H 1.1125 2.2669 3.6018
H -1.0018 3.5099 4.0975
H -3.2150 4.2877 3.2392
H -5.0662 4.2025 1.5756
H -4.8398 2.7136 -0.4045
H -2.7944 1.3766 -0.7097
Cl -0.3133 1.3384 -2.2615
C -1.6495 1.0379 -3.3116
C -1.8811 1.9594 -4.3195
C -2.9495 1.7832 -5.1800
C -3.7825 0.6884 -5.0329
C -3.5345 -0.2241 -4.0204
Cl -4.6141 -1.5818 -3.8978
C -2.4664 -0.0852 -3.1276
S -2.2244 -1.2683 -1.8324
H -1.2230 2.8124 -4.4085
H -3.1368 2.5040 -5.9656
H -4.6245 0.5298 -5.6920
Te -0.1551 -2.3905 -2.4938
C 1.3728 -3.1198 3.2999
C 0.0438 -2.6675 3.9137
C -0.3053 -3.5700 5.1002
C 0.1877 -1.2233 4.4077
Si -1.2916 -2.7216 2.5658
O -0.8188 -1.9277 1.2549
C -2.8778 -1.9353 3.2237
C -3.0058 -0.5543 3.0359
C -4.1369 0.1351 3.4520
C -5.1649 -0.5511 4.0852
C -5.0581 -1.9208 4.2912
C -3.9270 -2.6028 3.8587
C -1.6360 -4.5217 2.0695
C -1.4075 -4.8755 0.7361
C -1.6421 -6.1656 0.2760
C -2.1150 -7.1399 1.1435
C -2.3494 -6.8139 2.4730
C -2.1107 -5.5222 2.9243
H 2.1626 -3.1045 4.0619
H 1.6831 -2.4532 2.4930
H 1.3085 -4.1376 2.9007
H 0.4295 -3.4241 5.9028
H -0.2876 -4.6277 4.8254
H -1.2922 -3.3367 5.5137
H 1.0025 -1.1648 5.1408
H -0.7259 -0.8676 4.8916
H 0.4266 -0.5309 3.5967
H -2.2118 -0.0053 2.5419
H -4.2046 1.2010 3.2652
H -6.0537 -0.0207 4.4094
H -5.8632 -2.4622 4.7769
H -3.8788 -3.6770 4.0034
H -1.0395 -4.1242 0.0462
H -1.4563 -6.4018 -0.7654
H -2.3021 -8.1470 0.7877
H -2.7196 -7.5669 3.1603
H -2.2984 -5.2983 3.9685